# 1
Density functional theory data (ωB97M-V/def2-TZVPD) for H10LiO5 as an isolated structure.

Geometry as XYZ:
```
16
Properties=species:S:1:pos:R:3:forces:R:3:mulliken_charge:R:1
Li 0.235 -0.107 0.310 0.0 0.0 0.0 0.882
O -0.769 -2.182 0.277 0.2 0.6 -1.8 -0.542
H -1.265 -2.673 0.896 -0.6 -0.8 1.8 0.283
H -1.147 -2.560 -0.537 0.5 0.4 0.0 0.310
O -1.167 0.513 -1.198 0.4 0.4 1.5 -0.613
H -1.951 0.022 -0.932 -0.1 -0.1 -0.5 0.326
H -0.860 0.247 -2.051 -0.2 -0.4 -0.9 0.332
O 1.844 -0.700 -0.886 -0.3 0.9 1.0 -0.607
H 1.659 -1.122 -1.700 -0.2 -1.3 -1.3 0.329
H 1.923 0.215 -1.168 0.6 0.2 0.3 0.345
O -0.699 0.491 2.048 2.3 0.0 -1.4 -0.573
H -0.469 1.174 2.660 0.1 0.6 0.7 0.277
H -1.562 0.228 2.225 -2.4 -0.7 0.6 0.278
O 1.498 1.786 0.116 0.1 -1.1 -0.6 -0.628
H 1.191 2.467 0.686 -0.3 1.0 0.8 0.291
H 1.540 2.195 -0.750 0.0 0.4 -0.2 0.310
```
Forces are in eV/Å.

## Properties
Molar mass (g mol⁻¹): 97.02
E_HOMO (eV): -16.015
F_max (Eh/bohr): 0.05353
ΔE to the lowest compared entry with this formula, charge and spin (kJ/mol): 65.5
Net charge: +1


# 2
Density functional theory data (ωB97M-V/def2-TZVPD) for an isolated molecule of C10H10S.

Geometry as XYZ:
```
21
Properties=species:S:1:pos:R:3:forces:R:3:mulliken_charge:R:1
C -1.222 -2.139 0.275 0.2 2.9 -1.1 -0.569
C -0.002 -2.069 0.811 -0.6 -0.3 -1.2 -0.131
C -1.825 -1.209 -0.736 0.6 -1.4 0.6 -0.418
C 1.090 -1.202 0.391 1.1 0.6 0.4 0.238
C 0.021 1.429 -2.449 -1.6 -2.6 2.2 -0.411
C -0.973 1.163 -1.435 -1.4 0.1 1.9 0.782
C 3.420 -1.315 1.527 1.0 0.5 0.2 -0.830
C -1.306 -0.097 -1.122 -0.2 2.7 -0.4 -0.179
C 2.274 -1.250 0.967 -1.4 -0.6 -0.5 -0.001
C -1.578 2.452 -0.691 0.1 0.1 1.0 -1.151
S 1.022 0.369 -3.011 1.9 -1.5 -1.2 -0.302
H -2.040 -2.674 0.613 -0.7 -2.0 1.2 0.372
H 0.221 -2.869 1.469 0.5 -0.3 1.0 0.336
H -2.757 -1.612 -1.126 0.1 0.4 -0.4 0.355
H 1.084 -0.403 -0.361 -0.8 -0.6 0.0 0.035
H -0.036 2.375 -2.724 0.3 4.4 -1.7 0.444
H 3.710 -0.636 2.286 -0.2 0.6 1.0 0.251
H 4.266 -1.857 1.191 0.4 -0.9 -0.6 0.271
H -1.772 3.292 -1.415 0.6 -0.8 0.6 0.329
H -0.952 2.834 0.209 -0.4 -0.6 -1.9 0.257
H -2.557 2.333 -0.166 0.6 -0.7 -0.8 0.322
```
Forces are in eV/Å.

## Properties
Molar mass (g mol⁻¹): 162.26
E_HOMO (eV): -8.367
F_max (Eh/bohr): 0.09258
ΔE to the lowest compared entry with this formula, charge and spin (kJ/mol): 373.3


# 3
Density functional theory data (ωB97M-V/def2-TZVPD) for a 2-piece molecular cluster, C10H19N2 overall.

Geometry as XYZ:
```
31
Properties=species:S:1:pos:R:3:forces:R:3:mulliken_charge:R:1
C 0.486 3.053 -0.896 1.5 -3.0 2.3 -1.072
C 1.067 2.067 -0.145 -1.7 1.2 -2.2 0.558
C 1.917 0.443 1.578 -0.1 -1.5 0.2 -0.195
C 1.371 1.013 0.532 0.0 2.7 -0.1 0.201
C 3.363 0.402 1.879 2.4 -0.3 1.1 -1.157
C -2.215 -0.088 1.712 0.0 2.9 -3.0 -1.756
C -3.130 -1.637 -0.093 3.3 -1.4 0.1 -1.562
C 1.178 -0.395 -2.803 -0.5 -1.0 -1.3 -0.833
C 0.222 -1.039 -0.642 -4.0 0.6 -2.2 -0.527
C -2.057 -0.654 0.277 -1.0 4.5 -0.8 0.454
N -0.763 -1.204 0.225 2.8 -1.4 0.6 0.077
N 0.061 -0.569 -1.885 -0.1 0.4 1.1 -0.039
H -0.545 3.236 -0.924 -1.6 -0.4 0.4 0.289
H 1.281 -0.178 2.230 0.2 0.3 -0.2 0.268
H 3.550 -0.145 2.840 -0.3 0.6 -0.7 0.346
H 4.047 -0.145 1.171 -1.1 0.5 0.2 0.292
H 3.849 1.412 1.982 -0.7 -0.8 -0.1 0.311
H -1.480 0.701 1.940 0.5 -1.1 0.3 0.333
H -3.082 0.545 1.763 -1.0 -0.2 -0.1 0.434
H -2.356 -0.913 2.279 0.0 -2.2 2.8 0.601
H -2.975 -2.496 0.556 -0.8 0.0 0.6 0.370
H -2.915 -2.079 -1.040 0.0 0.0 -1.1 0.395
H -4.045 -1.200 -0.091 -2.8 0.9 0.3 0.451
H 1.855 -1.244 -2.685 -0.3 -0.1 -0.6 0.299
H 0.833 -0.182 -3.865 0.2 -0.9 1.4 0.310
H 1.746 0.435 -2.555 1.0 1.9 0.7 0.384
H 1.090 -1.524 -0.454 2.7 -1.2 0.7 0.551
H -2.077 0.325 -0.412 0.1 -2.2 1.0 0.262
H -0.483 -1.738 1.070 -0.3 0.6 -0.8 0.385
H 0.957 3.802 -1.443 1.6 0.9 -0.7 0.311
H -0.751 -0.005 -2.099 -0.1 -0.2 0.2 0.259
```
Forces are in eV/Å.

## Properties
Molar mass (g mol⁻¹): 167.28
E_HOMO (eV): -12.136
F_max (Eh/bohr): 0.09009
ΔE to the lowest compared entry with this formula, charge and spin (kJ/mol): 462.6
Net charge: +1


# 4
Density functional theory data (ωB97M-V/def2-TZVPD) for an isolated ion of composition C3H9O2P2 and charge -1.

Geometry as XYZ:
```
16
Properties=species:S:1:pos:R:3:forces:R:3:mulliken_charge:R:1
C -0.090 -0.891 -1.763 -2.7 2.2 0.8 -1.674
C -0.028 0.255 -0.722 -0.4 0.2 0.2 0.284
C 1.420 0.614 -0.388 0.5 -0.4 0.3 -1.232
P -0.932 -0.426 0.757 -1.4 -3.6 0.7 0.797
O -0.202 -1.660 1.278 0.4 1.5 -0.5 -0.767
O -2.429 -0.695 0.567 1.4 1.3 -0.5 -0.767
P -0.909 1.259 2.108 0.2 1.2 0.9 -0.237
H 0.209 -1.693 -1.212 0.9 -2.7 1.4 0.487
H -1.152 -1.065 -2.002 0.4 0.0 -0.2 0.339
H 0.507 -0.853 -2.618 1.0 0.7 -1.5 0.426
H -0.590 1.187 -0.964 0.3 -0.6 -0.3 0.356
H 1.794 1.191 -1.215 0.3 0.4 -0.5 0.429
H 2.078 -0.315 -0.376 -0.9 1.1 0.6 0.209
H 1.527 1.288 0.511 0.0 -1.1 -0.7 0.319
H 0.320 1.125 2.808 0.3 0.0 -0.4 0.005
H -1.522 0.678 3.233 -0.4 -0.3 -0.2 0.025
```
Forces are in eV/Å.

## Properties
Molar mass (g mol⁻¹): 139.05
E_HOMO (eV): -4.314
F_max (Eh/bohr): 0.07657
SMILES: CC(C)[P@](=O)([O-])P
ΔE to the lowest compared entry with this formula, charge and spin (kJ/mol): 0.0
Net charge: -1